Density functional theory data (ωB97M-V with the def2-TZVPD basis set) for C4H8N2 in the gas phase.

Last column: natural (NBO) charge in e.
Element x y z (Å)
C (-0.897, -0.824, -1.098)  -0.628
C (-0.439, -0.063, 0.126)  0.018
C (-0.847, 1.390, 0.218)  -0.627
N (-0.149, -0.891, 1.456)  -0.334
C (0.781, -0.451, 0.738)  0.378
N (2.153, -0.373, 0.508)  -0.870
H (-0.358, -1.773, -1.191)  0.213
H (-0.672, -0.231, -1.996)  0.214
H (-1.972, -1.030, -1.092)  0.214
H (-0.603, 1.876, -0.737)  0.215
H (-0.274, 1.906, 0.996)  0.211
H (-1.914, 1.533, 0.407)  0.213
H (2.621, 0.221, 1.183)  0.393
H (2.570, -1.292, 0.483)  0.390

Atomic forces in eV per Å
-0.1 0.0 0.0
0.0 0.2 -0.3
-0.1 0.0 0.1
0.4 0.3 -0.6
-0.3 0.0 0.0
0.2 -0.1 0.1
-0.2 0.1 0.1
-0.1 -0.1 0.2
0.1 0.0 0.0
-0.1 -0.1 0.2
-0.2 -0.1 0.0
0.1 0.0 0.0
0.0 -0.2 0.0
0.2 -0.1 0.3

electronic energy: -7255.994 eV
lowest unoccupied orbital energy: 0.86 eV
relative energy (zero: lowest compared OMol25 entry of this formula, charge and spin): 1.8817 eV
SMILES string: CC1(C)N=C1N
orbital gap: 9.99 eV